77
Properties=species:S:1:pos:R:3:forces:R:3:mulliken_charge:R:1 method="wB97M-V/def2-TZVPD" spin_multiplicity=1 homo_ev=-2.8 de_lowest_kj_mol=96.0 orbital_gap_ev=6.139 total_charge=-2
K 0.342897 0.919585 0.316035 -0.72 0.05 0.16 1.663
I -2.019919 6.233651 6.422437 -0.02 0.06 0.04 -0.054
C -1.699992 4.833734 4.903551 0.05 -0.21 -0.05 -0.358
C -1.757113 5.219323 3.577882 -0.05 0.17 -0.08 -0.507
C -1.547088 4.278443 2.585041 -0.10 -0.03 0.25 -0.176
I -1.617569 4.877007 0.588082 0.02 -0.01 -0.08 0.009
C -1.279917 2.902342 2.844571 0.04 0.11 0.04 -0.066
O -1.097807 2.043900 1.933051 -0.15 0.24 0.26 -0.582
C -1.201050 2.564856 4.245072 0.00 -0.03 -0.11 0.556
C -0.801811 1.157014 4.589905 0.01 -0.05 0.00 -0.591
N -1.728624 0.164031 4.054760 -0.02 0.05 -0.04 -0.436
C -1.221820 -1.183922 4.199526 0.09 0.01 -0.02 -0.537
C -1.632206 -2.091229 3.066320 -0.03 -0.04 -0.01 0.598
C -1.564466 -3.476189 3.215367 0.02 0.02 0.02 -0.812
C -1.807583 -4.282485 2.119687 0.01 0.00 -0.02 -0.378
C -2.139558 -3.686523 0.911021 0.01 0.02 0.00 -0.597
C -2.221542 -2.304652 0.864987 0.03 -0.01 0.01 0.021
N -1.969229 -1.523043 1.914356 0.01 0.03 0.00 -0.191
C -1.414858 3.505651 5.226075 -0.04 0.05 0.05 -0.524
H -1.964138 6.247860 3.311881 0.00 -0.01 0.00 0.327
H -0.747220 1.049175 5.678803 -0.03 0.03 0.02 0.357
H 0.219152 0.984247 4.204330 -0.03 -0.02 -0.03 0.236
H -1.827600 0.354349 3.058932 -0.03 0.00 0.01 0.280
H -1.537192 -1.623317 5.154449 -0.03 -0.01 -0.02 0.351
H -0.119548 -1.202329 4.190767 0.03 0.02 0.02 0.190
H -1.296930 -3.897339 4.177567 0.00 -0.02 -0.02 0.372
H -1.730143 -5.360356 2.199740 0.00 0.00 0.01 0.394
H -2.322173 -4.269780 0.018301 0.00 -0.02 0.02 0.415
H -2.498496 -1.793178 -0.049262 0.01 -0.02 0.02 0.154
H -1.352878 3.204036 6.266179 0.01 0.00 -0.01 0.330
O 1.344509 -1.360212 2.123624 0.09 0.07 -0.10 -0.363
C 1.833819 -2.412537 1.768106 -0.11 -0.02 0.14 -0.933
C 1.816008 -3.024188 0.446496 -0.02 0.01 -0.07 1.451
C 2.305570 -4.313435 0.356567 0.00 0.07 -0.05 -0.134
C 2.300026 -4.998832 -0.849268 0.16 0.08 -0.05 -0.685
C 1.816224 -4.366717 -2.018973 0.03 0.03 0.01 -0.462
C 1.346517 -3.094496 -1.964440 -0.01 -0.02 -0.01 -0.548
C 1.298169 -2.337425 -0.728526 0.05 -0.04 0.10 -0.841
O 0.848562 -1.180823 -0.687021 0.04 -0.60 -0.42 0.374
N 2.788619 -6.333444 -0.912308 -0.64 -0.39 0.18 0.996
O 3.170171 -6.883015 0.121655 0.23 0.14 -0.05 -0.691
O 2.730400 -6.937692 -1.983969 0.22 0.13 -0.07 -0.697
H 2.347704 -3.049391 2.524778 0.01 0.00 -0.01 0.097
H 2.694716 -4.801221 1.241792 0.00 -0.02 -0.01 0.460
H 1.835414 -4.912446 -2.951851 0.02 -0.02 0.01 0.485
H 0.993725 -2.590639 -2.856023 -0.01 0.01 0.02 0.444
N -3.594488 -0.122984 -1.408973 0.01 0.08 -0.08 -0.732
C -2.936447 0.641365 -1.974195 -0.05 -0.09 -0.05 0.501
N -2.155083 1.504246 -2.632566 -0.02 -0.02 0.11 0.178
C -2.643343 2.889659 -2.690514 0.09 -0.05 0.00 -0.447
C -3.646954 3.033337 -3.819605 -0.02 0.00 0.00 -0.537
O -3.093072 2.610349 -5.056892 -0.01 -0.01 -0.02 -0.411
C -2.685797 1.248130 -5.004011 -0.03 0.00 0.02 -0.647
C -1.637654 1.035803 -3.928648 -0.01 -0.01 0.06 -0.363
H -1.776637 3.528686 -2.868363 0.01 -0.01 -0.01 0.193
H -3.070511 3.154353 -1.725032 -0.02 0.02 0.00 0.379
H -3.942509 4.074849 -3.946357 0.01 0.00 -0.01 0.351
H -4.544676 2.440262 -3.594761 0.00 -0.02 0.01 0.319
H -2.289086 1.001847 -5.988565 0.02 0.01 0.00 0.385
H -3.559791 0.610202 -4.808291 -0.01 0.01 0.01 0.319
H -0.739863 1.609730 -4.141109 0.07 0.04 0.00 0.196
H -1.348905 -0.009787 -3.832690 0.00 0.00 -0.02 0.327
F 4.953147 3.151388 -0.780708 0.09 -0.03 0.02 -0.195
C 5.238170 1.905200 -0.410747 -0.12 0.05 0.00 0.385
F 6.207748 1.435915 -1.203222 0.02 0.03 0.04 -0.227
F 5.704745 1.936232 0.844066 0.01 0.03 -0.01 -0.220
S 3.751306 0.811348 -0.492740 -0.32 -0.60 -0.40 1.063
O 2.681562 1.573565 0.089989 0.73 0.50 0.37 -0.816
O 4.190011 -0.396349 0.129307 0.16 0.09 0.12 -0.663
N 3.517049 0.566672 -2.022086 0.39 -0.09 -0.13 -0.402
S 2.622536 1.509197 -2.897305 -0.06 0.11 -0.11 0.775
O 1.213343 1.240922 -2.800579 -0.10 0.12 0.04 -0.315
O 3.047286 2.880166 -2.943799 -0.03 0.09 -0.06 -0.671
C 3.079775 0.836438 -4.551078 0.01 -0.04 0.12 0.553
F 2.455466 1.570322 -5.488020 0.02 -0.06 -0.01 -0.231
F 4.393602 0.912635 -4.775229 -0.05 -0.01 -0.04 -0.238
F 2.695338 -0.432048 -4.697332 0.04 0.02 -0.04 -0.204